# 1
Formula: CO2PS
Source: the OMol25 dataset
Level of theory: ωB97M-V/def2-TZVPD

Calculated values
Energy above the lowest of the compared OMol25 structures with the same formula, charge and spin   0.557 eV
E_LUMO (alpha / beta)   3.92 / 3.87 eV
F_max   5.0 eV/Å
DFT total energy   -25256.6608 eV
2S+1   1
Charge   -1

Element x y z (Å)
C: 0.9280 -0.5457 -0.0114
O: 1.3140 -1.1602 -0.8905
O: 0.8639 -0.3613 1.1234
P: -2.3552 1.0027 0.4649
S: -0.7507 1.0645 -0.6863

Atoms 1-2, force components in eV/Å:
C -1.0481 0.4248 1.7123
O 1.2794 -1.6893 -4.4895


# 2
Formula: CO4P
Source: the OMol25 dataset
Level of theory: ωB97M-V/def2-TZVPD

Calculated values
Energy above the lowest of the compared OMol25 structures with the same formula, charge and spin   0.748 eV
E_LUMO   3.88 eV
F_max   4.1 eV/Å
DFT total energy   -18518.9138 eV
2S+1   1
Charge   -1

Element x y z (Å)
C: -0.8019 1.0236 -0.0995
O: 1.6488 -1.0277 -0.9297
O: -1.2181 0.9857 1.0356
O: 0.4632 -1.4992 1.2312
O: -0.4627 1.5773 -1.0612
P: 0.3707 -1.0596 -0.1765

Atoms 1-2, force components in eV/Å:
C -0.8558 0.4884 3.9619
O 0.0478 0.0248 -0.9334


# 3
Formula: COS3
Source: the OMol25 dataset
Level of theory: ωB97M-V/def2-TZVPD

Calculated values
Energy above the lowest of the compared OMol25 structures with the same formula, charge and spin   3.952 eV
E_LUMO (alpha / beta)   -0.91 / -3.54 eV
F_max   4.2 eV/Å
DFT total energy   -35584.0875 eV
2S+1   3
Expectation value of S²   2.04

Element x y z (Å)
C: -0.1370 0.2195 -0.1835
O: 0.5744 -0.6357 0.3624
S: -0.0471 0.9815 -1.7258
S: -1.5426 1.2744 -0.2294
S: 0.8041 -1.5677 1.7188

Atoms 1-2, force components in eV/Å:
C -0.2131 0.2567 -0.4569
O -0.6047 1.8063 -2.2954